# 1
The following is a DFT calculation (ωB97M-V/def2-TZVPD) of 10 unconnected molecules or ions with the total composition C39H107N9O10 at a distorted geometry.

Highest occupied orbital energy, eV: -8.616
Maximum force, eV/Å: 3.75
Structure (SMILES): COC[C@H](C)N.COC[C@H](C)N.COC[C@H](C)N.COC[C@H](C)N.COC[C@H](C)N.COC[C@H](C)N.COC[C@H](C)N.COC[C@H](C)N.COC[C@H](C)N.CC(C)O
Energy relative to the best compared isomer or geometry (same formula, charge and spin), kcal/mol: 39.7
Gap between HOMO and LUMO, eV: 8.874

Each line ends with the Löwdin charge.
Geometry (Å):
C (-4.64782, 0.14074, -0.45344)  -0.103
O (-4.32180, -0.54012, -1.65122)  -0.218
C (-4.18625, -1.94018, -1.43740)  -0.193
C (-4.17522, -2.74261, -2.72648)  -0.428
C (-2.87933, -2.51043, -3.53095)  -0.043
N (-5.28724, -2.52043, -3.64561)  0.040
H (-4.47856, 1.20497, -0.58855)  0.057
H (-3.99016, -0.21141, 0.35001)  0.086
H (-5.67521, -0.02825, -0.11964)  0.091
H (-3.28339, -2.09478, -0.83415)  0.107
H (-5.06327, -2.21903, -0.83582)  0.125
H (-4.15239, -3.82425, -2.55693)  0.137
H (-2.88008, -1.49392, -3.91765)  0.056
H (-2.84577, -3.28170, -4.29726)  0.080
H (-2.03317, -2.72539, -2.87293)  0.059
H (-6.19541, -2.82247, -3.30646)  0.072
H (-5.37016, -1.50233, -3.68951)  0.071
C (-1.19894, -5.00084, -0.04888)  -0.109
O (-0.17479, -5.35728, 0.84034)  -0.243
C (-0.55836, -5.70876, 2.15579)  -0.196
C (0.59199, -6.20122, 3.02901)  -0.439
C (0.20527, -6.48074, 4.47633)  -0.067
N (1.75015, -5.29395, 2.99172)  0.069
H (-0.73893, -4.69052, -0.98461)  0.084
H (-1.76750, -4.16610, 0.36934)  0.083
H (-1.85804, -5.83869, -0.29727)  0.093
H (-1.11999, -4.90600, 2.65335)  0.131
H (-1.23739, -6.55514, 1.97134)  0.128
H (0.80559, -7.20640, 2.64560)  0.134
H (-0.08963, -5.57756, 5.01012)  0.079
H (1.01307, -7.05731, 4.92064)  0.082
H (-0.64552, -7.16979, 4.46529)  0.079
H (1.71898, -4.83744, 2.08341)  0.018
H (1.60348, -4.58118, 3.69841)  0.071
C (-5.71059, 6.01805, -3.19696)  -0.123
O (-5.78959, 4.62600, -3.31850)  -0.217
C (-6.13988, 3.74480, -2.23243)  -0.139
C (-5.63808, 4.24774, -0.86146)  -0.413
C (-4.11565, 4.28329, -0.83354)  -0.066
N (-6.00534, 3.23053, 0.15143)  0.047
H (-5.26729, 6.36477, -4.12998)  0.089
H (-5.03721, 6.30965, -2.38677)  0.069
H (-6.66746, 6.53788, -3.07517)  0.088
H (-7.21801, 3.94656, -2.26681)  0.124
H (-5.83820, 2.72813, -2.45292)  0.119
H (-5.98298, 5.25272, -0.59976)  0.134
H (-3.72773, 3.33785, -1.20324)  0.046
H (-3.72685, 4.49557, 0.16939)  0.077
H (-3.66296, 5.11607, -1.37867)  0.078
H (-5.73008, 3.74744, 0.99137)  0.059
H (-7.01238, 3.19253, 0.32108)  0.083
C (-6.59288, 2.05369, 3.14483)  -0.101
O (-5.63323, 3.03558, 3.52916)  -0.192
C (-4.32590, 2.80438, 3.03326)  -0.227
C (-3.52698, 1.83865, 3.92105)  -0.409
C (-3.60428, 2.18658, 5.43214)  -0.049
N (-2.13885, 1.58661, 3.49362)  0.031
H (-6.36738, 1.50045, 2.23112)  0.074
H (-7.51383, 2.59686, 2.92026)  0.085
H (-6.73583, 1.38951, 3.99891)  0.089
H (-4.13672, 2.58954, 1.97906)  0.096
H (-3.89217, 3.80381, 3.16308)  0.131
H (-3.96811, 0.84474, 3.80394)  0.126
H (-2.69255, 2.49893, 5.93379)  0.071
H (-4.13619, 1.41663, 5.99144)  0.071
H (-4.28260, 3.04560, 5.50489)  0.067
H (-1.69780, 0.90548, 4.09379)  0.068
H (-1.53557, 2.39892, 3.46329)  0.066
C (6.71109, -0.14983, 5.97864)  -0.134
O (5.79794, -0.91287, 5.25262)  -0.176
C (4.81022, -0.13171, 4.61312)  -0.229
C (3.82809, -0.98374, 3.82025)  -0.406
C (4.51934, -1.40610, 2.54628)  -0.054
N (2.62094, -0.18702, 3.59538)  0.036
H (7.52820, -0.64061, 6.49942)  0.084
H (6.16814, 0.46490, 6.71343)  0.082
H (7.18655, 0.63077, 5.36716)  0.088
H (4.36043, 0.42775, 5.45132)  0.121
H (5.16438, 0.67657, 3.96302)  0.096
H (3.52092, -1.84448, 4.42255)  0.133
H (4.81069, -0.65261, 1.81340)  0.063
H (4.03586, -2.19637, 1.96506)  0.062
H (5.47483, -1.83213, 2.87139)  0.086
H (1.97611, -0.52990, 2.89663)  0.021
H (2.10069, 0.15977, 4.38573)  0.069
C (5.58000, -2.17649, -1.24100)  -0.123
O (4.75047, -3.27148, -1.49357)  -0.164
C (5.00278, -4.37241, -0.65069)  -0.207
C (3.77875, -5.31577, -0.65945)  -0.441
C (2.51019, -4.63908, -0.22544)  -0.061
N (4.11999, -6.54064, 0.03754)  0.038
H (6.57615, -2.21862, -1.70362)  0.087
H (5.89317, -2.03796, -0.19613)  0.081
H (5.08372, -1.25921, -1.54550)  0.069
H (5.95126, -4.86784, -0.88048)  0.127
H (5.13529, -4.02625, 0.38836)  0.115
H (3.73786, -5.56493, -1.73129)  0.141
H (2.68272, -4.15180, 0.74289)  0.070
H (1.61552, -5.24262, -0.06878)  0.061
H (2.30543, -3.91149, -1.01647)  0.078
H (3.47856, -7.30241, -0.15300)  0.070
H (3.90442, -6.32192, 1.01514)  0.069
C (1.62452, 4.99091, 2.37940)  -0.098
O (2.87774, 4.34071, 2.27702)  -0.197
C (3.00437, 3.60527, 1.08328)  -0.210
C (4.34384, 2.79400, 1.04536)  -0.420
C (4.44727, 1.82518, -0.10022)  -0.063
N (4.53965, 2.18792, 2.36604)  0.044
H (0.83964, 4.23600, 2.47696)  0.075
H (1.47715, 5.56573, 1.45917)  0.086
H (1.63585, 5.66316, 3.23274)  0.087
H (2.22430, 2.84330, 0.96770)  0.113
H (2.96653, 4.27852, 0.21912)  0.126
H (5.09125, 3.59172, 0.96932)  0.135
H (4.16358, 2.26319, -1.05824)  0.076
H (3.78104, 0.98141, 0.11199)  0.071
H (5.44011, 1.38787, -0.20681)  0.078
H (4.63832, 2.98767, 2.99086)  0.075
H (3.65447, 1.82007, 2.72551)  0.052
C (-1.04883, 2.72417, 0.07579)  -0.133
O (-0.05067, 1.76584, 0.03458)  -0.197
C (-0.56345, 0.53210, -0.47045)  -0.203
C (0.48046, -0.56212, -0.21503)  -0.375
C (0.08162, -1.88196, -0.84109)  -0.051
N (0.49703, -0.74380, 1.26442)  0.047
H (-1.48248, 2.94659, -0.90865)  0.080
H (-0.58225, 3.65068, 0.43169)  0.082
H (-1.84575, 2.55602, 0.81597)  0.070
H (-1.51157, 0.32977, 0.04357)  0.116
H (-0.81880, 0.71343, -1.52384)  0.117
H (1.44344, -0.13319, -0.48620)  0.124
H (0.31497, -2.02431, -1.90055)  0.086
H (-0.98288, -2.10626, -0.74183)  0.050
H (0.61656, -2.73300, -0.41129)  0.050
H (-0.41118, -1.10007, 1.53614)  0.073
H (0.67224, 0.16275, 1.68236)  0.056
C (1.57733, 0.99180, -3.20359)  -0.068
O (2.97373, 0.69283, -3.27690)  -0.200
C (3.49779, 0.68084, -4.57170)  -0.245
C (4.74080, -0.20572, -4.66439)  -0.412
C (5.85281, 0.19472, -3.69126)  -0.053
N (5.31994, -0.07978, -5.99442)  0.018
H (1.46402, 1.96124, -3.69664)  0.099
H (1.33952, 1.01293, -2.14763)  0.055
H (1.06912, 0.15714, -3.69607)  0.093
H (2.81871, 0.36630, -5.37928)  0.121
H (3.73365, 1.69120, -4.94678)  0.127
H (4.41007, -1.23086, -4.49011)  0.142
H (6.51890, 0.96396, -4.08199)  0.079
H (6.45018, -0.64551, -3.35090)  0.058
H (5.40359, 0.62754, -2.79211)  0.055
H (4.70475, -0.14289, -6.80027)  0.068
H (5.75184, 0.82758, -6.13078)  0.064
C (-2.93623, 3.59337, -4.72632)  -0.046
C (-3.15253, 2.10440, -4.34918)  -0.447
C (-2.00931, 1.25791, -4.93876)  -0.044
O (-3.11534, 1.94339, -2.94825)  -0.073
H (-2.40244, 3.77266, -5.66730)  0.070
H (-2.34335, 4.09334, -3.95887)  0.081
H (-3.81344, 4.19509, -4.97142)  0.059
H (-4.11576, 1.83085, -4.78658)  0.138
H (-2.30035, 0.21237, -5.06249)  0.055
H (-1.10405, 1.31422, -4.33641)  0.062
H (-1.74777, 1.57359, -5.95267)  0.075
H (-3.64809, 1.17981, -2.68622)  0.057

---

# 2
The following is a DFT calculation (ωB97M-V/def2-TZVPD) of a molecular structure, C43H40ClN3O2PPdS.

Highest occupied orbital energy, eV: -3.330
Maximum force, eV/Å: 0.75
Net charge: -1
Energy relative to the best compared isomer or geometry (same formula, charge and spin), kcal/mol: 0.0
Gap between HOMO and LUMO, eV: 5.897

Each line ends with the Löwdin charge.
Geometry (Å):
Pd (0.34526, 1.16570, 1.11379)  0.289
C (-1.87060, -4.09911, -5.54772)  -0.060
C (-2.08878, -3.36249, -4.25289)  -0.279
C (-1.05973, -2.61163, -3.68830)  -0.029
C (-1.23352, -1.95075, -2.48371)  -0.029
C (-2.45782, -2.03582, -1.83302)  -0.272
C (-3.49363, -2.77605, -2.37673)  -0.060
C (-3.30475, -3.43546, -3.58387)  -0.049
S (-2.68563, -1.14880, -0.30867)  0.552
O (-2.72868, 0.26304, -0.68862)  -0.344
O (-3.94985, -1.61680, 0.25508)  -0.348
N (-1.43195, -1.37204, 0.58288)  -0.119
C (-1.19922, -2.59993, 1.16624)  -0.262
C (-1.94719, -3.75585, 1.00510)  -0.038
C (-1.62519, -4.95211, 1.67532)  -0.097
C (-0.56804, -5.03591, 2.53192)  -0.078
C (0.23538, -3.88694, 2.73529)  -0.172
C (1.34715, -3.89291, 3.60808)  -0.039
C (2.10196, -2.76852, 3.75723)  -0.068
C (1.74838, -1.62481, 3.00923)  -0.150
N (0.72776, -1.58271, 2.19742)  0.085
C (-0.05243, -2.68253, 2.05326)  -0.162
H (-1.28609, -3.49956, -6.24666)  0.075
H (-2.81819, -4.35271, -6.02364)  0.069
H (-1.32385, -5.02996, -5.37963)  0.079
H (-0.10395, -2.53867, -4.19422)  0.102
H (-0.42878, -1.37209, -2.04570)  0.101
H (-4.43554, -2.83068, -1.84698)  0.107
H (-4.11520, -4.01512, -4.01206)  0.105
H (-2.82347, -3.74109, 0.37431)  0.085
H (-2.24986, -5.82220, 1.50678)  0.097
H (-0.33337, -5.95440, 3.05659)  0.097
H (1.58461, -4.80213, 4.14996)  0.107
H (2.95773, -2.74219, 4.41937)  0.094
H (2.33921, -0.71456, 3.07701)  0.100
Cl (2.80882, 4.16100, 0.83150)  0.690
C (3.97298, 2.88923, 0.57556)  -0.654
C (5.26892, 3.14451, 0.99843)  -0.132
C (6.25119, 2.18118, 0.83993)  -0.107
C (5.92386, 0.97115, 0.24933)  -0.098
C (4.62621, 0.73721, -0.17814)  -0.083
C (3.60734, 1.68367, -0.03048)  -0.348
P (1.83988, 1.29680, -0.44829)  0.888
C (2.16217, -0.15961, -1.56976)  -0.353
C (1.98440, -1.41582, -0.98879)  -0.124
C (2.19112, -2.58081, -1.71393)  -0.089
C (2.55600, -2.50895, -3.05208)  -0.119
C (2.70287, -1.26635, -3.65305)  -0.101
C (2.51017, -0.10236, -2.91736)  -0.078
C (1.46581, 2.55750, -1.72216)  -0.390
C (0.09944, 2.76593, -1.91428)  -0.097
C (-0.34105, 3.65368, -2.88441)  -0.085
C (0.57842, 4.36302, -3.64738)  -0.108
C (1.94014, 4.17543, -3.44438)  -0.099
C (2.38113, 3.26975, -2.48838)  -0.124
H (5.49128, 4.09925, 1.45559)  0.093
H (7.26116, 2.37863, 1.17657)  0.095
H (6.67723, 0.20506, 0.11408)  0.096
H (4.39488, -0.21203, -0.64198)  0.094
H (1.64272, -1.46569, 0.03766)  0.067
H (2.04112, -3.54248, -1.23750)  0.104
H (2.70419, -3.41562, -3.62703)  0.095
H (2.96772, -1.19808, -4.70194)  0.095
H (2.63334, 0.85513, -3.40754)  0.094
H (-0.57349, 2.22035, -1.25366)  0.063
H (-1.40285, 3.80368, -3.03928)  0.097
H (0.23308, 5.06910, -4.39308)  0.091
H (2.65901, 4.73634, -4.02980)  0.094
H (3.44493, 3.12195, -2.33539)  0.106
C (-4.86206, 1.75196, 2.16013)  -0.019
N (-3.49872, 1.35351, 1.77283)  -0.162
C (-2.88445, 0.45643, 2.81022)  -0.002
C (-2.63841, 2.55600, 1.38134)  -0.110
C (-1.79895, 3.08753, 2.49696)  -0.308
C (-2.31681, 4.06295, 3.35320)  -0.090
C (-1.55678, 4.52365, 4.41547)  -0.134
C (-0.27973, 3.99870, 4.59488)  -0.129
C (0.21974, 3.03809, 3.72464)  -0.156
C (-0.50948, 2.53464, 2.62804)  -0.192
H (-5.44098, 0.85654, 2.37946)  0.102
H (-5.32161, 2.29839, 1.33915)  0.098
H (-4.80110, 2.38563, 3.04351)  0.093
H (-3.53966, 0.80050, 0.89876)  0.091
H (-1.81274, 0.63464, 2.84679)  0.057
H (-3.07431, -0.57247, 2.52048)  0.079
H (-3.34455, 0.67888, 3.77105)  0.098
H (-3.33748, 3.28900, 0.97134)  0.123
H (-1.98714, 2.18129, 0.59196)  0.070
H (-3.30826, 4.47752, 3.18063)  0.092
H (-1.94319, 5.28372, 5.08435)  0.082
H (0.33172, 4.35485, 5.41873)  0.084
H (1.22861, 2.67409, 3.89502)  0.069

---

# 3
The following is a DFT calculation (ωB97M-V/def2-TZVPD) of 2 unconnected molecules or ions with the total composition C19H28ClOSi at a distorted geometry.

Highest occupied orbital energy, eV: -10.930
Maximum force, eV/Å: 3.35
Net charge: +1
Gap between HOMO and LUMO, eV: 5.693

Each line ends with the Löwdin charge.
Geometry (Å):
C (3.14204, -2.02526, 2.44159)  -0.075
C (2.60741, -1.48840, 1.09585)  -0.173
C (1.42298, -0.58708, 1.22093)  -0.380
C (1.21901, 0.58666, 0.47247)  -0.099
C (0.36350, 1.60072, 1.12699)  -0.097
O (0.55010, -0.89461, 2.16080)  -0.129
Si (-1.11669, -2.02322, 1.81336)  0.669
C (-0.94525, -3.49241, 2.92607)  -0.164
C (-2.41814, -0.79743, 2.28061)  -0.144
C (-1.05128, -2.47083, 0.01580)  -0.151
H (3.98330, -2.71006, 2.27387)  0.080
H (3.50114, -1.20442, 3.07466)  0.085
H (2.36639, -2.57365, 2.99306)  0.067
H (3.40321, -0.96118, 0.55582)  0.116
H (2.31276, -2.33925, 0.46356)  0.121
H (2.03353, 0.87591, -0.17886)  0.088
H (0.60454, 2.61867, 0.78934)  0.075
H (-0.70058, 1.40781, 0.91842)  0.057
H (0.47291, 1.53938, 2.22033)  0.099
H (-1.82321, -4.14665, 2.81990)  0.050
H (-0.05341, -4.08508, 2.68219)  0.042
H (-0.86936, -3.18910, 3.97808)  0.049
H (-3.24027, -0.74782, 1.55558)  0.016
H (-2.84128, -1.06387, 3.25875)  0.048
H (-1.98622, 0.20640, 2.37413)  0.033
H (-2.06831, -2.65190, -0.35996)  0.046
H (-0.61536, -1.67783, -0.60400)  0.014
H (-0.46732, -3.38510, -0.16159)  0.050
Cl (-5.02073, -0.05675, -0.80629)  0.744
C (-3.48059, 0.53192, -1.27314)  -0.663
C (-2.64669, -0.25737, -2.07361)  -0.088
C (-1.31778, 0.12367, -2.27935)  -0.009
C (-0.81838, 1.30814, -1.70557)  -0.197
C (0.59973, 1.62041, -1.73462)  -0.123
C (0.99454, 3.10452, -1.86401)  -0.091
C (2.22929, 3.12687, -2.82593)  -0.134
C (2.50203, 1.67242, -3.05978)  0.023
C (1.52875, 0.86032, -2.52082)  -0.044
C (-1.74802, 2.19993, -1.10044)  -0.012
C (-3.05389, 1.79271, -0.83935)  -0.072
H (-3.02116, -1.19240, -2.47345)  0.116
H (-0.66765, -0.49960, -2.90236)  0.125
H (0.17685, 3.68184, -2.31845)  0.133
H (1.24511, 3.58183, -0.90752)  0.124
H (1.98416, 3.66324, -3.76309)  0.138
H (3.07242, 3.67427, -2.38049)  0.126
H (3.35077, 1.34275, -3.66482)  0.128
H (1.46760, -0.22699, -2.63439)  0.130
H (-1.42665, 3.20122, -0.80376)  0.129
H (-3.73583, 2.42667, -0.27649)  0.121

---

- Among the records above, which one has the lowest highest occupied orbital energy?
  C19H28ClOSi

---

- The lowest maximum force belongs to which entry?
  C43H40ClN3O2PPdS

---

- Look up the gap between HOMO and LUMO of the third one.
  5.693 eV